The following is a DFT calculation (wB97M-V/def2-TZVPD) of the ion C5H7N2 with charge +1.

Positions of all 14 atoms, in Å:
1 C -1.976 -0.130 0.015
2 C -0.541 -0.139 0.004
3 C 0.472 0.721 0.020
4 C 1.661 -0.027 -0.041
5 N 2.881 0.437 0.037
6 N 1.420 -1.362 -0.006
7 C 0.194 -1.572 0.011
8 H -2.211 -0.920 -0.618
9 H -2.451 0.886 -0.327
10 H -2.504 -0.366 0.874
11 H 0.514 1.823 0.035
12 H 3.034 1.431 -0.290
13 H 3.661 -0.169 -0.071
14 H -0.044 -2.579 -0.047

Values from the calculation:
**Largest force on an atom**: 4.477 eV Å⁻¹
**HOMO level**: -0.5504 hartree
**Charge**: +1
**E_tot**: -303.9165 Eh
**SMILES**: CC1=CC(=[NH2+])N=C1

The following is a DFT calculation (wB97M-V/def2-TZVPD) of a cluster of 2 separate species, C5H7N2O in total.

Positions of all 15 atoms, in Å:
1 C 0.449 0.510 -2.042
2 C 0.959 -0.222 -0.969
3 C -0.442 1.333 -0.173
4 C -1.203 -2.106 1.399
5 C 0.634 -0.145 1.388
6 N -0.367 1.499 -1.516
7 N 0.328 0.266 0.146
8 O -2.286 -1.817 1.703
9 H 0.711 0.459 -3.065
10 H 1.596 -0.990 -0.661
11 H -0.908 1.897 0.524
12 H -0.570 -2.998 1.526
13 H 0.253 0.540 2.289
14 H 1.591 -0.634 1.427
15 H -0.744 2.410 -1.977

Values from the calculation:
**Largest force on an atom**: 4.245 eV Å⁻¹
**HOMO level (alpha / beta)**: -0.4328 / -0.4566 hartree
**Charge**: +1
**E_tot**: -379.0774 Eh

The following is a DFT calculation (wB97M-V/def2-TZVPD) of a cluster of 2 separate species, C5H7N2O in total.

Positions of all 15 atoms, in Å:
1 C 0.447 -3.145 2.299
2 C 0.161 -2.640 1.255
3 C -0.412 -0.878 -0.258
4 C -0.113 3.041 -2.122
5 C 0.229 0.990 1.008
6 N -0.512 0.140 0.541
7 N -0.256 -2.107 0.049
8 O 0.087 1.989 -1.604
9 H -0.701 -0.592 -1.371
10 H 0.108 4.035 -1.700
11 H -0.404 2.981 -3.158
12 H 0.619 -3.705 3.188
13 H 1.313 0.953 0.939
14 H -0.184 1.910 1.458
15 H -0.382 -2.970 -0.525

Values from the calculation:
**Largest force on an atom**: 7.440 eV Å⁻¹
**HOMO level (alpha / beta)**: -0.3661 / -0.5293 hartree
**Charge**: +1
**E_tot**: -378.9229 Eh
**Spin multiplicity**: 3
**<S²>**: 2.0054

The following is a DFT calculation (wB97M-V/def2-TZVPD) of a cluster of 2 separate species, C5H7N2O2 in total.

Positions of all 16 atoms, in Å:
1 C -2.533 0.670 -0.520
2 C -1.299 0.471 -0.648
3 C 1.059 0.759 -1.537
4 C 0.229 -1.396 -0.363
5 C -0.057 -0.033 -0.845
6 N 0.664 1.080 1.500
7 N 0.349 0.335 2.447
8 O -0.299 -0.721 2.288
9 O 0.684 0.685 3.676
10 H -3.452 0.871 -0.030
11 H 1.812 0.788 -0.906
12 H 0.571 1.695 -1.822
13 H 1.295 0.151 -2.559
14 H -0.653 -1.741 0.209
15 H 0.574 -2.104 -1.287
16 H 1.057 -1.509 0.397

Values from the calculation:
**Largest force on an atom**: 7.481 eV Å⁻¹
**HOMO level (alpha / beta)**: -0.1590 / -0.1449 hartree
**Charge**: -1
**E_tot**: -454.4584 Eh

The following is a DFT calculation (wB97M-V/def2-TZVPD) of the ion C5H7N2O2 with charge +1.

Positions of all 16 atoms, in Å:
1 C 0.295 0.165 -0.447
2 C 0.339 1.471 -1.056
3 C -1.059 4.519 -0.519
4 C -0.384 -0.040 0.701
5 C -0.616 -1.369 1.290
6 N -0.559 3.665 -1.230
7 N -0.695 2.279 -0.875
8 O -1.745 5.310 -0.139
9 O 1.350 1.747 -1.841
10 H 0.587 -0.641 -1.060
11 H 0.056 3.874 -2.052
12 H -0.815 0.793 1.245
13 H 0.256 -1.643 1.834
14 H -0.874 -1.945 0.419
15 H -1.485 -1.366 1.911
16 H 2.089 1.230 -1.456

Values from the calculation:
**Largest force on an atom**: 6.321 eV Å⁻¹
**HOMO level**: -0.5101 hartree
**Charge**: +1
**E_tot**: -454.3469 Eh

The following is a DFT calculation (wB97M-V/def2-TZVPD) of a cluster of 2 separate species, C5H7N2O3S in total.

Positions of all 18 atoms, in Å:
1 C 2.149 -1.938 0.009
2 C 2.236 -0.668 -0.469
3 C 0.165 -1.046 0.248
4 C -0.121 1.917 0.376
5 C 0.693 1.355 -0.448
6 N 0.894 -2.148 0.387
7 N 0.983 -0.155 -0.314
8 O -2.398 1.372 -1.028
9 O -3.869 -0.174 0.119
10 O -2.866 1.778 1.272
11 S -3.110 1.018 0.107
12 H 2.783 -2.833 -0.056
13 H 3.175 -0.298 -0.892
14 H -0.949 -1.067 0.264
15 H -0.478 2.896 0.208
16 H -0.767 1.384 1.128
17 H 1.050 1.654 -1.409
18 H 0.429 -3.044 0.498

Values from the calculation:
**Largest force on an atom**: 3.796 eV Å⁻¹
**HOMO level**: -0.5341 hartree
**Charge**: +1
**E_tot**: -927.8043 Eh